[1]
This record from the Open Molecules 2025 dataset describes the molecule C23H27FN2O5S. The level of theory is wB97M-V/def2-TZVPD.

```
59
C23H27FN2O5S wB97M-V/def2-TZVPD
C 5.76187 -4.53393 2.99403
O 5.46751 -4.83961 1.65521
C 4.40009 -4.22648 1.07196
C 3.55768 -3.32676 1.69457
C 2.48469 -2.74839 1.01725
C 2.25832 -3.07671 -0.30702
C 3.10055 -3.98786 -0.94346
C 4.16473 -4.56654 -0.28050
O 5.03598 -5.46113 -0.82152
C 4.86663 -5.82480 -2.16862
C 1.10763 -2.49498 -1.08514
N 0.45779 -1.40315 -0.38846
C 0.30593 -0.22045 -1.03138
O 0.63811 -0.08587 -2.19368
C -0.35082 0.92130 -0.25722
C -0.03534 2.25751 -0.93397
C -0.74698 3.39517 -0.20761
N -2.17659 3.17662 -0.11483
S -3.08483 3.61068 -1.45611
O -3.69237 2.46360 -2.06088
O -2.32194 4.51410 -2.25961
C -4.39562 4.56851 -0.66521
C -4.35634 4.92259 0.67009
C -5.37947 5.67822 1.22039
C -6.44411 6.08603 0.43223
C -6.49076 5.74702 -0.90886
C -5.45908 4.99151 -1.44272
F -5.49493 4.67094 -2.74141
C -2.54310 1.90168 0.46320
C -1.87256 0.72832 -0.25153
C 0.23712 -1.69145 1.00762
C 1.58714 -1.76838 1.72305
H 4.94173 -4.81626 3.66325
H 5.98710 -3.47008 3.12580
H 6.64474 -5.12102 3.24177
H 3.71650 -3.05392 2.72618
H 2.90162 -4.22891 -1.97551
H 3.90213 -6.31596 -2.33626
H 4.95320 -4.95964 -2.83420
H 5.66977 -6.52727 -2.38535
H 0.36887 -3.28460 -1.28603
H 1.45323 -2.10470 -2.04604
H 0.02743 0.95352 0.77020
H -0.37462 2.22183 -1.96995
H 1.04131 2.43361 -0.93687
H -0.36088 3.50245 0.81325
H -0.60987 4.33410 -0.74296
H -3.51692 4.60146 1.26520
H -5.34466 5.95057 2.26388
H -7.24048 6.67478 0.86105
H -7.30451 6.05867 -1.54417
H -2.25684 1.91894 1.52211
H -3.62827 1.81590 0.39095
H -2.23387 0.70226 -1.28057
H -2.15494 -0.20636 0.23642
H -0.26271 -2.66497 1.07425
H -0.40608 -0.94778 1.47283
H 2.05459 -0.77831 1.71686
H 1.44554 -2.06565 2.76401
```

The LUMO energy comes out at 0.514 eV. As for the net charge: 0. The highest occupied orbital energy is -7.9832 eV. As for the SMILES: COc1cc2c(cc1OC)CN(C(=O)C1CCN(S(=O)(=O)c3ccccc3F)CC1)CC2. Its multiplicity is 1.

[2]
This record from the Open Molecules 2025 dataset describes a structure of composition C2H5N5O. The level of theory is wB97M-V/def2-TZVPD.

```
13
C2H5N5O wB97M-V/def2-TZVPD
C -1.36404 0.02246 -0.26928
C 0.71773 0.84871 -0.06946
H -3.15897 -0.98279 0.83596
H -3.06368 0.79207 0.38483
H 1.55662 2.52720 0.33394
H 2.42987 -1.04022 0.77690
H 2.38291 -1.58025 -0.97258
N -2.76269 -0.13329 -0.09014
N -0.74022 1.10574 -0.46071
N 1.74565 1.49434 0.05975
N 0.89496 -0.49058 -0.45947
N 1.78325 -1.41687 -0.01931
O -0.42139 -1.14652 -0.05044
```

The LUMO energy comes out at 0.104 eV. As for the net charge: 0. The highest occupied orbital energy is -9.2307 eV. Its multiplicity is 1.

[3]
This record from the Open Molecules 2025 dataset describes a structure of composition C44H42O3P2S3Ti. The level of theory is wB97M-V/def2-TZVPD.

```
95
C44H42O3P2S3Ti wB97M-V/def2-TZVPD
Ti -0.45184 1.06025 -1.72187
C -5.22850 0.38958 -1.21725
C -3.88479 0.99042 -1.19591
S -2.54038 -0.11737 -1.51059
C -3.61465 2.33051 -1.26147
C -4.75208 3.35304 -1.27684
S -1.98788 3.01191 -1.23591
H -5.75499 0.79431 -2.13712
H -5.83010 0.69246 -0.30568
H -5.20952 -0.70064 -1.29408
H -5.73473 3.08210 -0.87493
H -4.96740 3.78374 -2.32986
H -4.59419 4.37076 -0.77409
C 0.71185 4.68991 -2.65514
S 1.29702 3.01246 -2.72477
O 2.61490 3.06482 -3.29217
O 1.11274 2.46720 -1.30629
O 0.29147 2.24882 -3.49893
H -0.19720 4.63988 -2.01461
H 0.39268 4.81927 -3.65844
H 1.43458 5.41332 -2.26253
C 0.30086 -0.76673 1.48172
P -0.58001 0.75870 0.87245
C -2.28655 0.61380 1.57258
C -3.07823 1.73140 1.88208
C -4.35390 1.57481 2.43422
C -4.93963 0.29238 2.63108
C -4.19360 -0.81466 2.24750
C -2.91226 -0.61587 1.79058
C 0.05485 2.10021 1.94280
C 0.64399 3.20318 1.45170
C 0.88414 4.33332 2.25858
C 0.70002 4.19759 3.59203
C 0.27179 3.01712 4.15726
C -0.06644 1.95340 3.31745
P 2.09374 -0.64878 1.37335
C 2.62709 0.11705 2.90798
C 3.05399 1.44942 2.93102
C 3.50396 2.14751 4.04263
C 3.39897 1.46266 5.21556
C 2.89275 0.16924 5.31516
C 2.55592 -0.49388 4.14299
C 2.64866 -2.36866 1.72233
C 1.78572 -3.33150 2.31693
C 2.30712 -4.59476 2.47285
C 3.52137 -5.02657 1.94009
C 4.31593 -4.05137 1.29722
C 3.89325 -2.75614 1.20862
H -0.00236 -1.45395 0.64466
H -0.01159 -1.08998 2.51204
H -2.67491 2.73617 1.63571
H -4.89398 2.48289 2.64405
H -5.97380 0.25412 2.89317
H -4.51523 -1.87270 2.40647
H -2.33185 -1.50818 1.55504
H 0.82297 3.25759 0.38066
H 1.13968 5.29234 1.88294
H 0.80243 5.11525 4.19872
H 0.10324 2.83361 5.18926
H -0.37511 1.04486 3.77017
H 3.24418 1.88334 1.97736
H 3.82768 3.20865 3.95499
H 3.81578 2.01992 6.08160
H 2.84213 -0.31664 6.23822
H 2.07962 -1.50440 4.20828
H 0.81613 -3.03627 2.71346
H 1.78321 -5.29907 3.10320
H 3.90024 -6.03811 2.19548
H 5.29008 -4.35000 0.85339
H 4.51190 -2.01135 0.69862
C 3.51932 -4.11839 -2.73818
C 3.71355 -2.93499 -3.43549
C 2.88714 -1.87280 -3.24915
C 1.78668 -1.99792 -2.39405
C 1.57652 -3.18577 -1.68551
C 2.45390 -4.26087 -1.84833
C 0.86841 -0.85668 -2.11841
C -0.16854 -0.52087 -2.93167
C -0.85063 -1.25777 -4.02754
C -1.82936 -0.60316 -4.81111
C -2.60977 -1.16704 -5.73658
C -2.41828 -2.48776 -6.01912
C -1.45107 -3.16400 -5.33826
C -0.61458 -2.61419 -4.32367
H 4.28678 -4.88748 -2.94064
H 4.55204 -2.88300 -4.12792
H 3.11148 -0.88304 -3.66829
H 0.80793 -3.16230 -0.85837
H 2.28373 -5.20204 -1.31672
H 1.08256 -0.15040 -1.25422
H -1.91881 0.43840 -4.55151
H -3.44725 -0.57041 -6.17695
H -2.91809 -2.99430 -6.78093
H -1.22480 -4.22394 -5.49242
H 0.17023 -3.13701 -3.88268
```

The LUMO energy (alpha / beta) comes out at -0.241 / -0.238 eV. As for the net charge: 0. The highest occupied orbital energy (alpha / beta) is -6.9938 / -6.9940 eV. Its multiplicity is 1.

Calculated relative energy (zero: lowest compared OMol25 entry of this formula, charge and spin) in order - 146.68; 472.06; 165.23 kJ/mol
Calculated molar mass in order - 462.54; 115.10; 824.83 Da